(1)
{"formula": "C5H8O2", "method": "wB97M-V/def2-TZVPD", "charge": 0, "e_homo_ev": -9.17, "smiles": "C1CO[C@@H]2C[C@@H]2O1", "e_above_lowest_kj_mol": 214.5, "fmax_ev_per_a": 0.5, "gap_ev": 10.2, "species": ["H", "H", "O", "C", "C", "H", "C", "C", "H", "H", "H", "O", "H", "H", "C"], "coordinates": [[-1.0945, 0.9429, 1.3718], [2.5115, -0.1981, 0.4442], [-0.2361, 0.8821, -1.1480], [1.5621, -0.3626, -0.0807], [-0.6713, -1.0281, 0.4524], [1.0131, 1.6973, 0.3202], [1.0352, 0.9898, -0.5269], [-1.1450, -0.0415, -0.5839], [1.7588, -0.9821, -0.9716], [-1.8598, -0.3340, -1.3538], [-2.6135, -0.0396, 1.1557], [0.6880, -1.0143, 0.8289], [1.7379, 1.3868, -1.2721], [-1.0755, -2.0421, 0.5185], [-1.5788, 0.1250, 0.8482]]}

***

(2)
{"formula": "C5H8O2", "method": "wB97M-V/def2-TZVPD", "charge": 0, "e_homo_ev": -8.04, "e_above_lowest_kj_mol": 574.9, "fmax_ev_per_a": 1.2, "gap_ev": 9.0, "species": ["H", "H", "H", "O", "H", "C", "C", "C", "O", "H", "C", "H", "H", "C", "H"], "coordinates": [[1.8382, 0.5073, -0.1558], [0.1870, -2.0630, -0.2021], [-1.3983, 1.7222, -1.6777], [0.2725, 0.5877, -1.4035], [-2.0545, 0.9911, 0.8742], [0.8733, -0.0075, -0.3042], [-1.0788, 0.8672, -1.0849], [-1.0657, 1.1259, 0.4193], [-0.1676, 0.1074, 0.7828], [-0.6530, 2.0984, 0.7017], [1.2455, -0.9628, 1.5037], [0.6242, -1.5020, 2.2193], [1.9956, -1.9371, -0.2879], [1.0727, -1.4674, 0.0626], [-1.6887, -0.0167, -1.3078]]}

***

(3)
{"formula": "C5H8O2", "method": "wB97M-V/def2-TZVPD", "charge": 0, "e_homo_ev": -9.58, "smiles": "CC1(OC=O)CC1", "e_above_lowest_kj_mol": 338.9, "fmax_ev_per_a": 3.8, "gap_ev": 10.6, "species": ["C", "O", "C", "O", "C", "C", "H", "H", "H", "H", "C", "H", "H", "H", "H"], "coordinates": [[-0.2684, 1.5056, -0.2097], [1.1326, -0.2105, 0.9250], [-1.3004, -0.6123, 0.9264], [1.9756, -0.2620, -1.1597], [-0.8131, -1.0510, -0.4318], [2.1584, -0.3681, 0.0610], [-1.2898, 1.6945, -0.5602], [0.4211, 1.6964, -1.0359], [-2.2439, -0.0751, 0.9978], [-1.0710, -1.2525, 1.7715], [-0.1450, 0.0827, 0.2767], [-1.4100, -0.8154, -1.3100], [3.1892, -0.5373, -0.3822], [-0.2733, -1.9905, -0.4946], [-0.0547, 2.2051, 0.6051]]}

***

(4)
{"formula": "C5H8O2", "method": "wB97M-V/def2-TZVPD", "charge": 0, "e_homo_ev": -8.15, "e_above_lowest_kj_mol": 528.7, "fmax_ev_per_a": 0.6, "gap_ev": 9.0, "species": ["H", "H", "H", "O", "O", "C", "C", "C", "H", "H", "H", "C", "H", "H", "C"], "coordinates": [[-0.9174, -0.2561, -1.2138], [-2.7932, -0.2165, 0.3836], [1.7792, 1.8098, 0.1472], [-0.1687, 1.4639, -0.3794], [0.3562, -0.5510, 0.4151], [1.2335, 1.2435, -0.6114], [1.4533, -0.2741, -0.4194], [-0.7060, 0.1855, -0.2264], [2.3864, -0.5319, 0.0833], [-0.8485, -2.0078, 1.6531], [-1.6708, 0.3334, 1.6897], [-1.7678, -0.2416, 0.7591], [1.5265, 1.5760, -1.6110], [1.3413, -0.8597, -1.3393], [-1.2041, -1.6734, 0.6696]]}

***

(5)
{"formula": "C5H8O2", "method": "wB97M-V/def2-TZVPD", "charge": 0, "e_homo_ev": -8.53, "e_above_lowest_kj_mol": 265.5, "fmax_ev_per_a": 1.5, "gap_ev": 9.3, "species": ["H", "H", "C", "C", "H", "H", "H", "H", "C", "C", "O", "C", "O", "H", "H"], "coordinates": [[-1.8962, -1.2442, 1.1485], [3.1665, -0.0463, -0.8053], [-0.7903, 0.0477, -0.1531], [1.2801, -0.1663, -0.7525], [-2.6579, 0.5981, -0.1981], [-0.2127, -0.9937, 1.6457], [-0.2562, -1.2683, -1.9314], [0.6635, 1.8844, -0.3695], [-1.0879, -0.5044, 1.2229], [0.0574, -0.6611, -1.0913], [2.4849, -0.6963, -1.0213], [0.9798, 0.9607, 0.1021], [-1.8597, 0.7046, -0.7333], [1.5428, 1.1031, 1.0274], [-1.4143, 0.2820, 1.9091]]}

***

(6)
{"formula": "C5H8O2", "method": "wB97M-V/def2-TZVPD", "charge": 0, "e_homo_ev": -9.30, "smiles": "O[C@H]1C[C@@]2(O)C[C@@H]12", "e_above_lowest_kj_mol": 226.3, "fmax_ev_per_a": 0.4, "gap_ev": 10.1, "species": ["H", "C", "C", "H", "O", "H", "H", "O", "H", "H", "C", "H", "H", "C", "C"], "coordinates": [[-1.3380, -0.5638, -1.8785], [0.4505, -0.4687, -0.6715], [-0.4754, 0.7197, -0.4043], [1.9115, -0.5634, 1.0004], [-0.5490, 1.0734, 2.1613], [0.3259, -1.3422, 1.3539], [-1.4313, 1.3851, 1.9392], [1.4224, -0.6384, -1.6379], [1.0276, -1.0949, -2.3862], [-1.5876, -1.3583, -0.2495], [-1.0070, -0.6458, -0.8424], [-0.6964, 1.5867, -1.0233], [0.9425, 1.6129, 0.8626], [0.8359, -0.5401, 0.8058], [0.1686, 0.8378, 0.9704]]}